(1)
DFT (the ωB97M-V functional and the def2-TZVPD basis) results for an isolated molecule of C4H4N2O.

As for the energy: -9239.7806 eV. As for the LUMO energy: 0.42 eV. The largest force on an atom is 0.9 eV/Å. The gap between HOMO and LUMO is 0.3625 hartree.

Atoms and positions in Å:
O 2.233 -1.201 0.688
C 1.247 -0.768 0.142
C 1.066 0.648 -0.213
C -0.128 1.161 0.121
N -1.174 0.261 0.324
C -0.988 -1.001 -0.163
N 0.157 -1.557 -0.233
H 1.936 1.115 -0.635
H -0.386 2.204 0.245
H -2.119 0.597 0.370
H -1.843 -1.458 -0.647

Forces on atoms 1 to 2 (eV/Å):
O -0.032 -0.031 -0.196
C 0.079 -0.195 -0.080

Computed Löwdin charges, given in elementary charges:
1 O 0.08
2 C -0.51
3 C 0.01
4 C -0.08
5 N 0.05
6 C -0.19
7 N 0.16
8 H 0.11
9 H 0.12
10 H 0.14
11 H 0.13



(2)
DFT (the ωB97M-V functional and the def2-TZVPD basis) results for a cluster of 2 separate species, C4H4N2O in total.

As for the energy: -9236.6431 eV. As for the LUMO energy: -1.33 eV. The largest force on an atom is 0.6 eV/Å. The gap between HOMO and LUMO is 0.3044 hartree.

Atoms and positions in Å:
O -2.753 0.016 0.310
C -1.607 0.303 0.080
C -0.534 -0.797 0.332
C 0.579 -0.210 0.001
N 1.113 0.823 -0.415
C 0.089 1.761 -0.613
N -1.156 1.541 -0.394
H -0.832 -1.762 0.704
H 0.425 2.725 -0.980
H 2.235 -2.318 0.149
H 2.441 -2.082 0.825

Forces on atoms 1 to 2 (eV/Å):
O 0.412 0.116 -0.086
C -0.307 -0.010 0.034

Computed Löwdin charges, given in elementary charges:
1 O 0.08
2 C -0.45
3 C 0.05
4 C -0.11
5 N 0.13
6 C -0.17
7 N 0.15
8 H 0.11
9 H 0.13
10 H 0.04
11 H 0.04



(3)
DFT (the ωB97M-V functional and the def2-TZVPD basis) results for an isolated molecule of C4H4N2O2 at a distorted geometry.

As for the energy: -11284.6924 eV. As for the LUMO energy: -0.43 eV. The largest force on an atom is 4.1 eV/Å. The gap between HOMO and LUMO is 0.3326 hartree.

Atoms and positions in Å:
C -1.293 -1.478 -1.391
C -0.879 -0.748 -0.473
C -0.174 0.157 0.369
N 0.975 0.683 -0.004
N 1.473 0.315 -1.190
C -0.764 0.506 1.721
O -1.942 0.237 1.990
O 0.010 1.343 2.405
H -1.741 -2.164 -2.127
H 1.014 -0.526 -1.675
H 2.565 0.183 -1.354
H 0.755 1.491 1.728

Forces on atoms 1 to 2 (eV/Å):
C 0.697 1.415 2.176
C -1.215 -2.323 -3.121

Computed Löwdin charges, given in elementary charges:
1 C 0.15
2 C -0.07
3 C -0.24
4 N 0.00
5 N -0.01
6 C -0.47
7 O 0.09
8 O 0.10
9 H 0.05
10 H 0.10
11 H 0.16
12 H 0.12



(4)
DFT (the ωB97M-V functional and the def2-TZVPD basis) results for an isolated molecule of C4H4N2O2 at a distorted geometry.

As for the energy: -11282.2355 eV. As for the LUMO energy: -1.33 eV. The largest force on an atom is 15.1 eV/Å. The gap between HOMO and LUMO is 0.3726 hartree.

Atoms and positions in Å:
N -2.590 -0.764 -0.567
C -1.394 -0.368 -1.008
C -0.067 -0.425 -0.610
O 1.020 -0.361 -1.718
C 0.051 0.605 0.519
O -0.624 0.151 1.697
C 1.474 0.985 0.934
N 2.579 1.459 0.983
H 0.150 -1.211 0.113
H 1.401 -1.367 -2.014
H -0.351 1.608 0.224
H -1.650 -0.313 1.448

Forces on atoms 1 to 2 (eV/Å):
N 10.657 4.136 -4.647
C -13.683 -5.021 3.847

Computed Löwdin charges, given in elementary charges:
1 N 0.17
2 C -0.06
3 C -0.33
4 O -0.10
5 C -0.37
6 O -0.10
7 C -0.10
8 N 0.15
9 H 0.16
10 H 0.20
11 H 0.16
12 H 0.21